C3H10O2 | ωB97M-V/def2-TZVPD

```
! wB97M-V def2-TZVPD RIJCOSX def2/J DEFGRID3
* xyz 0 1
O 1.7340 -0.5711 -0.4779
C 1.7528 0.6667 -1.1783
C 0.3011 -2.0357 0.8458
C 0.5659 -0.6604 0.2859
H 2.7073 0.8177 -1.7099
H 1.6456 1.4567 -0.4162
H 0.9272 0.7631 -1.9034
H -0.5886 -1.9003 1.4836
H 1.1476 -2.3421 1.4831
H 0.0956 -2.8422 0.1220
H 0.7706 -0.0448 1.1829
H -0.3193 -0.2313 -0.2219
O -3.2387 2.2094 -0.0184
H -3.5471 3.1083 0.2369
H -3.9540 1.6061 0.2857
*
```

F_max   0.0282 Eh/bohr
HOMO energy   -9.550 eV
E   -7367.281 eV
SMILES string   CCOC.O